Record 1
53
Properties=species:S:1:pos:R:3:forces:R:3:nbo_charge:R:1 method="wB97M-V/def2-TZVPD" energy_ev=-30319.328 homo_energy_ev=-9.66 charge=+1 relative_energy_kcal_mol=23.5 largest_force_ev_per_a=1.76
C -0.043 3.131 2.860 0.1 -0.2 0.3 -0.401
N -0.630 3.303 1.566 0.5 0.3 0.0 -0.425
C -2.047 3.450 1.373 -0.4 -0.3 0.3 -0.203
C -2.167 3.786 -0.109 -0.4 0.3 -0.2 -0.206
N -0.818 3.655 -0.596 0.4 -0.2 -0.1 -0.430
C -0.466 4.039 -1.928 0.0 0.2 -0.3 -0.396
C 0.078 3.361 0.398 1.1 -0.4 0.0 0.451
C 1.438 3.096 0.250 -1.6 0.3 0.2 -0.783
H 0.904 3.681 2.930 -0.2 -0.1 0.0 0.213
H -0.733 3.514 3.623 0.2 -0.1 -0.2 0.214
H 0.158 2.072 3.082 0.0 0.1 0.1 0.187
H -2.568 2.511 1.605 0.0 0.1 0.0 0.185
H -2.468 4.237 2.013 0.1 -0.1 -0.1 0.202
H -2.831 3.088 -0.634 0.0 0.1 0.0 0.192
H -2.560 4.801 -0.252 0.1 -0.1 -0.1 0.194
H 0.498 3.601 -2.203 -0.3 0.0 0.0 0.209
H -1.241 3.684 -2.620 0.2 0.0 0.0 0.202
H -0.396 5.134 -2.052 0.0 -0.3 0.1 0.195
H 1.889 3.260 -0.721 0.2 0.0 0.3 0.207
H 2.015 2.871 1.142 0.0 0.1 -0.3 0.211
C 9.541 -0.769 1.820 -0.2 0.1 0.0 -0.264
O 8.757 0.426 1.621 -1.3 -0.4 -0.2 -0.458
C 7.442 0.320 1.305 0.6 -0.1 0.0 0.416
C 6.778 1.542 1.040 0.4 -0.2 0.1 -0.274
C 5.490 1.542 0.583 -0.3 -0.1 0.0 -0.108
C 4.770 0.328 0.368 0.2 -0.1 0.4 -0.113
C 3.474 0.408 -0.215 0.3 -0.6 -0.3 0.075
C 2.792 -0.643 -0.875 0.2 -0.2 -0.3 -0.184
C 1.392 -0.553 -1.162 -0.3 -0.4 -0.1 -0.084
C 0.737 -1.646 -1.693 0.9 -0.1 0.0 -0.102
C 1.445 -2.840 -1.988 -0.5 -0.1 -0.1 0.423
O 0.662 -3.846 -2.463 0.4 1.6 0.5 -0.437
C -0.723 -3.327 -2.519 -0.2 -0.4 -0.1 -0.068
C -0.692 -1.860 -2.069 -0.4 0.3 -0.1 -0.462
C 2.839 -2.919 -1.821 -0.4 -0.4 -0.2 -0.287
C 3.485 -1.821 -1.320 0.0 0.2 0.5 -0.094
C 5.411 -0.881 0.790 0.0 0.2 -0.3 -0.115
C 6.724 -0.899 1.220 0.2 0.2 0.0 -0.325
H 10.525 -0.387 2.094 -0.2 -0.2 0.0 0.223
H 9.124 -1.378 2.638 0.2 0.2 -0.3 0.191
H 9.604 -1.359 0.893 -0.1 0.2 0.3 0.194
H 7.345 2.454 1.190 -0.1 -0.1 -0.1 0.250
H 5.008 2.486 0.342 0.0 -0.1 0.0 0.233
H 2.977 1.376 -0.177 0.0 -0.2 0.0 0.252
H 0.831 0.356 -0.935 0.3 -0.1 0.1 0.250
H -1.090 -3.440 -3.546 0.3 -0.1 0.3 0.209
H -1.345 -3.945 -1.860 0.4 0.0 -0.2 0.206
H -1.361 -1.680 -1.222 0.0 0.0 -0.2 0.240
H -0.987 -1.199 -2.895 0.0 -0.1 0.3 0.239
H 3.366 -3.830 -2.090 0.0 0.2 -0.1 0.250
H 4.570 -1.839 -1.238 -0.3 0.0 -0.2 0.231
H 4.860 -1.820 0.770 0.1 0.3 0.1 0.230
H 7.212 -1.845 1.470 -0.3 0.4 0.0 0.243

---

Record 2
60
Properties=species:S:1:pos:R:3:forces:R:3:nbo_charge:R:1 method="wB97M-V/def2-TZVPD" energy_ev=-61679.289 homo_energy_ev=-8.65 relative_energy_kcal_mol=0.0 largest_force_ev_per_a=0.87
C -5.449 -0.675 -1.563 0.0 0.0 0.0 -0.615
C -4.832 -1.986 -1.057 -0.1 0.0 0.1 -0.498
C -3.672 -1.801 -0.102 -0.1 -0.3 -0.3 0.744
O -3.804 -2.019 1.092 -0.1 -0.1 0.3 -0.653
N -2.462 -1.473 -0.633 0.0 -0.2 0.0 -0.435
C -2.283 -0.855 -1.945 -0.3 0.2 -0.5 -0.210
C -0.781 -0.558 -2.075 0.1 0.0 -0.1 -0.451
C -0.236 -0.946 -0.736 0.0 -0.1 0.2 0.052
C 1.060 -0.888 -0.279 -0.2 0.0 0.0 -0.208
C 1.327 -1.388 0.988 0.6 -0.2 0.1 -0.348
S 3.004 -1.436 1.623 -0.1 -0.3 0.1 2.162
O 3.037 -2.362 2.723 -0.1 -0.3 0.0 -0.941
O 3.472 -0.096 1.911 0.0 0.0 -0.1 -0.983
C 4.029 -2.140 0.268 -0.4 0.3 0.3 -0.631
C 4.995 -1.118 -0.301 -0.1 0.2 -0.1 -0.503
C 4.267 -0.043 -1.108 0.5 -0.1 0.3 0.675
O 3.872 -0.241 -2.243 -0.1 -0.2 -0.3 -0.647
N 4.131 1.128 -0.464 -0.2 0.4 0.2 -0.620
C 3.514 2.288 -1.070 0.1 0.2 -0.2 -0.216
C 2.755 3.131 -0.041 0.1 -0.2 -0.2 -0.421
C 1.392 2.595 0.301 0.0 0.0 0.1 0.000
C 0.337 2.790 -0.586 -0.1 -0.1 0.1 -0.217
C -0.943 2.388 -0.253 -0.1 0.1 -0.2 -0.225
C -1.168 1.779 0.967 -0.4 -0.2 0.2 -0.256
S -2.865 1.468 1.414 -0.1 -0.1 0.4 2.302
N -2.780 0.224 2.509 0.0 0.7 -0.5 -1.099
O -3.360 2.633 2.089 0.2 -0.1 0.2 -0.936
O -3.561 1.040 0.225 0.3 -0.1 0.1 -0.981
C -0.134 1.548 1.848 0.1 0.0 0.2 -0.199
C 1.148 1.953 1.510 -0.1 0.1 -0.1 -0.203
C 0.331 -1.941 1.769 0.1 -0.1 0.1 -0.175
C -0.978 -1.994 1.318 0.0 0.0 0.0 -0.228
C -1.258 -1.477 0.061 0.7 -0.1 0.3 0.157
H -5.029 -0.378 -2.519 0.0 0.1 -0.1 0.202
H -5.274 0.123 -0.847 -0.1 0.1 -0.1 0.247
H -6.521 -0.799 -1.693 -0.1 0.0 -0.1 0.217
H -5.583 -2.535 -0.487 0.2 0.0 0.0 0.239
H -4.516 -2.610 -1.896 0.0 0.0 0.0 0.216
H -2.637 -1.528 -2.730 0.0 0.1 0.0 0.204
H -2.869 0.066 -1.965 0.1 -0.1 -0.1 0.225
H -0.591 0.493 -2.291 0.0 0.0 0.0 0.233
H -0.312 -1.150 -2.864 0.0 0.0 0.0 0.228
H 1.841 -0.484 -0.900 0.1 0.1 -0.2 0.243
H 3.338 -2.508 -0.487 0.0 -0.1 -0.1 0.250
H 4.552 -2.977 0.725 -0.1 0.0 0.1 0.259
H 5.685 -1.622 -0.982 -0.1 0.0 0.1 0.249
H 5.561 -0.663 0.512 0.1 0.0 -0.1 0.230
H 4.265 1.135 0.539 0.1 -0.1 -0.2 0.431
H 4.302 2.903 -1.523 -0.2 0.0 0.0 0.197
H 2.852 1.946 -1.871 0.1 0.1 0.1 0.221
H 3.359 3.204 0.864 0.0 0.1 0.0 0.212
H 2.637 4.136 -0.452 0.1 0.0 0.1 0.225
H 0.519 3.286 -1.529 0.0 0.1 -0.1 0.215
H -1.781 2.555 -0.910 0.0 0.1 -0.2 0.236
H -3.216 0.483 3.378 -0.1 0.3 0.2 0.410
H -3.168 -0.643 2.141 0.0 -0.2 -0.2 0.438
H -0.338 1.065 2.789 0.0 -0.1 0.1 0.240
H 1.964 1.770 2.193 0.0 0.0 0.1 0.237
H 0.603 -2.347 2.730 -0.1 -0.1 0.1 0.249
H -1.746 -2.446 1.920 0.0 0.0 0.0 0.253

---

Record 3
57
Properties=species:S:1:pos:R:3:forces:R:3:nbo_charge:R:1 method="wB97M-V/def2-TZVPD" energy_ev=-37118.621 homo_energy_ev=-20.53 charge=+4 largest_force_ev_per_a=1.53
Pd 0.383 0.063 -0.692 0.0 -0.6 -1.4 0.809
C -2.160 1.081 -0.909 0.1 0.1 0.1 -0.239
C -1.100 2.246 -0.875 -0.2 0.0 -0.1 -0.237
N 0.163 1.833 -1.579 0.1 0.2 0.1 -0.581
C 1.502 2.537 -1.414 0.1 -0.1 0.0 -0.253
C 2.644 1.503 -1.260 -0.1 0.0 0.1 0.217
C 3.978 1.577 -1.618 0.0 0.0 0.0 -0.203
C 4.800 0.494 -1.281 0.0 0.0 0.0 -0.084
C 4.331 -0.631 -0.592 0.0 0.0 0.0 -0.201
C 2.987 -0.667 -0.269 -0.1 0.0 0.1 0.205
C 2.163 -1.725 0.505 0.1 0.0 -0.1 -0.247
N 0.737 -1.775 -0.026 0.2 0.0 0.2 -0.579
C -0.464 -1.980 0.854 -0.1 0.0 -0.1 -0.234
C -1.785 -1.308 0.269 0.1 0.0 0.1 -0.236
N -1.561 -0.316 -0.851 -0.2 0.0 0.2 -0.605
N 2.249 0.396 -0.617 0.0 0.1 0.2 -0.475
H -2.732 1.150 -1.833 0.0 -0.1 0.0 0.251
H -2.863 1.228 -0.090 0.0 0.0 0.0 0.232
H -0.841 2.489 0.154 0.1 0.0 0.0 0.205
H -1.554 3.130 -1.327 0.0 0.0 0.0 0.251
H -0.024 1.734 -2.575 0.0 0.0 0.0 0.426
H 1.459 3.133 -0.501 0.0 0.0 0.0 0.229
H 1.689 3.217 -2.243 0.0 0.0 0.0 0.267
H 4.383 2.433 -2.140 0.0 0.0 0.0 0.275
H 5.843 0.527 -1.570 0.0 0.0 0.0 0.276
H 5.002 -1.439 -0.334 0.0 0.0 -0.1 0.274
H 2.115 -1.415 1.551 0.0 -0.1 0.0 0.225
H 2.633 -2.707 0.467 0.0 0.0 0.0 0.263
H 0.720 -2.441 -0.796 0.0 0.0 0.0 0.426
H -0.240 -1.531 1.819 0.1 0.0 0.0 0.206
H -0.651 -3.043 1.010 0.0 0.0 0.0 0.248
H -2.297 -0.800 1.085 0.0 0.0 0.0 0.213
H -2.456 -2.088 -0.086 0.0 0.0 0.0 0.251
H -1.792 -0.783 -1.722 0.0 0.0 0.0 0.427
C 2.296 2.269 3.706 0.1 0.0 0.0 -0.270
C 1.786 1.709 2.539 -0.1 0.1 0.0 0.222
N 0.510 1.269 2.356 -0.2 0.1 0.6 -0.452
C -0.311 1.405 3.368 0.1 0.2 0.2 0.220
C 0.083 1.996 4.635 0.0 -0.1 -0.1 -0.204
C 1.451 2.415 4.772 0.0 0.0 0.0 0.053
C -0.739 2.214 5.707 0.0 0.0 -0.1 0.110
C -2.180 2.092 5.937 0.0 0.1 0.1 0.107
C -2.785 0.985 6.477 -0.1 -0.2 -0.1 0.013
C -4.131 1.055 6.920 0.0 0.0 0.1 0.043
C -4.656 -0.123 7.495 0.0 0.0 0.1 0.057
N -3.912 -1.195 7.586 0.1 -0.1 0.0 -0.206
C -2.610 -1.178 7.134 -0.2 0.2 0.0 0.286
N -2.026 -0.157 6.586 0.2 0.1 0.0 -0.392
H 3.331 2.584 3.750 0.0 0.0 0.0 0.295
H 2.437 1.610 1.677 0.0 -0.1 0.0 0.231
H -1.333 1.059 3.241 0.0 0.0 0.0 0.216
H 1.798 2.850 5.703 0.0 0.0 0.0 0.272
H -0.260 2.666 6.585 -0.1 0.0 0.0 0.301
H -2.755 3.014 5.820 0.1 0.0 0.0 0.297
H -4.714 1.968 6.848 0.0 0.0 0.0 0.275
H -5.671 -0.175 7.875 0.0 0.0 0.0 0.277
H -2.050 -2.098 7.252 0.0 0.0 0.0 0.248

---

Record 4
59
Properties=species:S:1:pos:R:3:forces:R:3:nbo_charge:R:1 method="wB97M-V/def2-TZVPD" energy_ev=-40128.869 homo_energy_ev="-14.39 / -14.37" charge=+2 relative_energy_kcal_mol=23.3 largest_force_ev_per_a=0.79
Pd -0.359 0.238 -0.061 -0.5 0.1 -0.6 1.051
C -2.073 2.423 -1.535 0.1 0.0 0.0 -0.278
N -2.494 1.385 -0.575 0.0 -0.1 -0.2 -0.638
C -3.345 0.270 -1.033 0.0 -0.1 0.0 -0.278
C -2.579 -1.007 -1.258 0.1 0.0 0.0 0.390
N -1.560 -1.422 -0.507 0.1 0.4 0.2 -0.574
C -1.194 -2.678 -0.984 -0.1 -0.2 -0.1 0.154
C -0.189 -3.551 -0.577 0.0 0.0 0.0 -0.239
C -0.084 -4.748 -1.253 0.0 0.0 0.1 -0.178
C -0.947 -5.075 -2.311 -0.1 0.0 0.0 -0.175
C -1.942 -4.215 -2.727 0.0 -0.1 -0.1 -0.203
C -2.046 -3.012 -2.041 0.2 0.0 0.2 0.089
N -2.892 -1.920 -2.191 -0.1 0.0 0.1 -0.485
C -0.640 2.280 -1.976 0.1 -0.1 0.0 0.391
N 0.356 1.850 -1.203 -0.3 -0.1 0.3 -0.578
C 1.524 1.967 -1.953 0.1 0.2 -0.2 0.155
C 2.842 1.653 -1.638 0.1 0.0 0.0 -0.235
C 3.795 1.897 -2.605 0.0 0.0 0.1 -0.179
C 3.453 2.433 -3.856 -0.1 0.0 0.0 -0.174
C 2.148 2.743 -4.181 0.0 0.0 -0.1 -0.201
C 1.194 2.499 -3.203 0.1 -0.1 0.2 0.082
N -0.186 2.664 -3.179 0.0 0.1 0.1 -0.484
H -2.735 2.493 -2.403 0.0 -0.1 0.0 0.225
H -2.137 3.383 -1.018 -0.1 0.0 0.0 0.255
H -2.986 1.849 0.175 0.1 0.0 0.1 0.408
H -4.053 0.060 -0.229 -0.1 0.0 -0.1 0.255
H -3.940 0.521 -1.916 0.1 0.0 0.0 0.225
H 0.475 -3.308 0.241 0.0 0.0 0.0 0.222
H 0.677 -5.458 -0.962 0.0 0.0 0.0 0.242
H -0.826 -6.026 -2.810 0.0 0.0 0.0 0.245
H -2.606 -4.468 -3.542 0.0 0.0 0.0 0.243
H -3.651 -1.846 -2.851 0.0 0.0 0.0 0.445
H 3.112 1.247 -0.673 0.0 0.0 0.0 0.220
H 4.832 1.676 -2.397 0.0 0.0 0.0 0.242
H 4.235 2.608 -4.582 0.0 0.0 0.0 0.245
H 1.887 3.156 -5.146 0.0 0.0 0.0 0.243
H -0.747 3.056 -3.920 0.0 0.0 0.0 0.445
C -0.885 0.448 2.793 0.0 0.0 0.0 -0.083
N 0.295 0.209 1.878 0.1 -0.1 0.0 -0.388
C 0.904 -1.121 2.256 0.0 0.0 0.0 -0.085
N 1.302 -1.113 3.636 0.1 -0.1 0.0 -0.434
C 0.131 -0.864 4.480 0.0 0.0 0.0 -0.085
N -0.469 0.438 4.167 0.0 0.0 0.0 -0.434
C 0.533 1.489 4.378 0.0 0.0 0.0 -0.085
N 1.708 1.264 3.532 0.1 0.0 0.0 -0.433
C 1.317 1.288 2.150 0.0 0.0 0.0 -0.081
C 2.285 -0.046 3.852 0.0 0.0 0.0 -0.085
H -1.613 -0.343 2.606 0.0 0.0 0.0 0.218
H -1.311 1.420 2.533 0.0 0.0 0.0 0.209
H 1.767 -1.289 1.608 0.0 0.0 0.0 0.217
H 0.150 -1.890 2.079 0.0 0.0 0.0 0.216
H 0.435 -0.876 5.525 0.0 0.0 0.0 0.232
H -0.607 -1.652 4.324 0.0 0.0 0.0 0.213
H 0.838 1.487 5.422 0.0 0.0 0.0 0.232
H 0.097 2.461 4.145 0.0 0.0 0.0 0.212
H 2.177 1.102 1.506 0.0 0.0 0.0 0.213
H 0.868 2.248 1.890 0.0 0.0 0.0 0.219
H 2.598 -0.054 4.895 0.0 0.0 0.0 0.232
H 3.160 -0.223 3.226 0.0 0.0 0.0 0.213